Below is C3H7NO2S in the gas phase, with properties calculated with ωB97M-V/def2-TZVPD.

```
! wB97M-V def2-TZVPD RIJCOSX def2/J DEFGRID3
* xyz 0 1
O -1.182 1.322 -1.741
C -1.607 0.502 -0.970
O -2.915 0.168 -0.916
N -0.895 -0.222 -0.061
C 0.545 -0.192 -0.074
C 1.142 -0.361 1.295
S 2.876 0.269 1.344
H -3.350 0.735 -1.586
H -1.349 -1.058 0.263
H 0.833 0.748 -0.548
H 0.946 -0.962 -0.734
H 1.138 -1.376 1.670
H 0.664 0.301 2.017
H 3.154 0.125 0.042
*
```

HOMO level (eV): -9.268
Total energy (Eh): -721.960518
Frontier orbital gap (eV): 9.95
Maximum force (eV Å⁻¹): 1.40
Relative energy (zero: lowest compared OMol25 entry of this formula, charge and spin) (kcal/mol): 1.3